1.
A structure of composition C41H47F3N11Na. Source: the Open Molecules 2025 dataset; level of theory: wB97M-V/def2-TZVPD.

Structure (XYZ):
```
103
Properties=species:S:1:pos:R:3:forces:R:3
Na 0.176 -0.380 -0.177 -0.3583 -1.2268 0.2818
C 0.225 -0.971 4.490 -0.1018 0.1100 0.0166
N -0.526 -0.309 3.425 0.0626 0.0657 -0.0850
C -1.647 -1.078 2.898 0.0177 0.1035 0.0258
C -0.059 0.799 2.779 -0.1532 0.1310 0.1757
N -0.507 1.103 1.598 -0.1998 -0.0167 -0.1701
C -0.058 2.232 0.808 -0.0821 -0.0320 0.3458
C 0.366 3.513 1.532 -0.0752 0.0255 -0.0999
C 0.119 4.646 0.601 -0.0301 -0.1102 -0.2295
C 0.080 4.254 -1.892 -0.0828 0.0997 0.1210
C 0.490 3.065 -2.298 -0.0513 -0.1344 -0.0265
C -0.016 1.961 -1.395 -0.0419 0.1848 -0.2782
N -0.318 0.715 -2.060 0.1354 0.2768 0.0128
C -0.715 0.641 -3.284 0.0031 -0.0034 0.0861
N -1.369 1.640 -3.972 -0.1292 -0.0081 -0.0596
C -2.456 2.377 -3.363 0.0802 0.0131 0.0016
C -1.167 1.882 -5.386 -0.0068 -0.0109 0.0685
N -0.466 -0.508 -3.999 0.0308 -0.0520 0.0108
C -1.521 -1.118 -4.794 0.0732 0.0285 0.0162
C 0.527 -1.446 -3.500 -0.0979 0.0627 -0.0016
N 0.860 1.588 3.486 0.1397 -0.3083 0.1877
C 0.612 1.956 4.866 0.0155 -0.0505 -0.1494
C 2.248 1.611 3.074 -0.0396 0.0003 0.0279
H 0.333 -2.025 4.241 0.0161 -0.0158 -0.0133
H -0.283 -0.888 5.455 -0.0069 0.0450 -0.0264
H 1.223 -0.557 4.582 0.0360 0.0242 -0.0255
H -1.513 -2.124 3.165 0.0096 0.0055 -0.0020
H -1.692 -1.019 1.817 0.0318 -0.0105 -0.0655
H -2.597 -0.725 3.312 0.0212 0.0124 -0.0017
H 0.198 3.580 2.595 0.0464 0.0361 -0.0533
H -0.118 5.624 0.998 0.0446 0.0136 0.0253
H 0.345 5.207 -2.337 0.0064 -0.0878 -0.0100
H 1.149 2.861 -3.134 -0.0383 0.0304 0.0547
H -2.601 2.043 -2.340 0.0021 -0.0294 0.0001
H -3.384 2.197 -3.916 -0.0081 0.0064 -0.0238
H -2.256 3.452 -3.361 0.0113 0.0042 0.0242
H -0.329 1.292 -5.750 -0.0059 -0.0044 0.0143
H -0.943 2.941 -5.541 0.0008 0.0048 0.0001
H -2.056 1.637 -5.976 0.0000 -0.0137 -0.0082
H -2.317 -0.405 -4.987 0.0070 0.0036 0.0093
H -1.951 -1.976 -4.264 0.0083 -0.0022 -0.0055
H -1.128 -1.475 -5.747 0.0051 0.0117 -0.0077
H 1.322 -0.902 -2.994 -0.0050 -0.0061 -0.0289
H 0.949 -1.995 -4.343 -0.0189 -0.0133 -0.0018
H 0.098 -2.172 -2.797 0.0043 0.0257 0.0065
H -0.432 1.781 5.118 -0.0026 -0.0127 -0.0072
H 0.822 3.023 4.996 0.0023 0.0213 0.0024
H 1.239 1.407 5.575 0.0114 -0.0393 0.0256
H 2.343 1.277 2.043 -0.0132 -0.0282 0.0868
H 2.865 0.957 3.705 -0.0006 -0.0157 0.0051
H 2.652 2.626 3.143 -0.0038 -0.0078 -0.0183
C 5.592 -3.119 -0.779 -0.0203 0.0358 0.0105
C 4.249 -3.337 -1.047 0.0389 -0.0197 -0.0090
C 3.363 -2.272 -1.030 -0.1228 0.0907 -0.0182
C 3.816 -0.986 -0.754 0.0809 -0.2322 -0.1483
C 5.166 -0.767 -0.483 -0.0562 0.1368 -0.0183
C 6.047 -1.833 -0.497 0.0024 -0.0574 -0.0152
N 2.813 0.025 -0.675 -0.0727 -0.7795 0.0789
N 3.236 1.177 -0.549 0.2901 0.7824 0.0393
C 2.221 2.116 -0.249 -0.3586 -0.0340 -0.1877
C 2.526 3.349 0.150 0.2020 0.2613 0.1802
C 1.559 4.198 0.893 -0.0005 -0.0086 -0.0806
C -0.706 4.176 -0.603 0.1826 -0.0363 -0.0084
C -0.973 2.664 -0.382 0.1921 -0.0456 0.0970
N 0.897 1.682 -0.215 0.2137 0.5951 -0.1988
H 6.283 -3.952 -0.769 0.0011 0.0178 -0.0014
H 3.885 -4.337 -1.240 -0.0033 0.0253 0.0015
H 2.305 -2.438 -1.206 0.0431 -0.0275 0.0235
H 5.501 0.234 -0.249 0.0200 -0.0095 0.0111
H 7.092 -1.668 -0.272 -0.0109 0.0047 -0.0076
H 3.566 3.657 0.144 -0.0262 -0.0162 0.0314
H 2.066 4.920 1.520 -0.0093 0.0369 0.0245
H -1.624 4.764 -0.647 -0.0271 0.0016 0.0571
H -2.015 2.364 -0.342 -0.0115 0.0317 -0.0314
F -7.525 -1.615 -0.894 -0.0606 -0.0732 0.0012
C -6.973 -0.398 -0.987 0.1286 0.0200 0.0281
F -7.257 0.070 -2.216 -0.0426 0.0271 -0.0586
F -7.589 0.397 -0.103 -0.0493 0.0195 0.0131
C -5.485 -0.451 -0.765 -0.0673 0.0347 0.0242
C -4.873 0.333 0.193 0.0149 0.0610 0.0383
C -3.493 0.245 0.325 0.0010 -0.0247 -0.0530
N -2.737 -0.552 -0.426 -0.0122 0.0273 0.0800
C -3.347 -1.312 -1.335 0.1230 -0.0080 -0.0053
C -4.715 -1.296 -1.546 0.0342 -0.0692 -0.0834
H -5.450 0.994 0.825 0.0312 -0.0137 -0.0092
H -2.962 0.834 1.067 -0.0096 -0.0487 -0.0196
H -2.706 -1.970 -1.914 -0.0327 0.0236 0.0421
H -5.170 -1.932 -2.295 0.0366 0.0078 0.0190
C -0.583 -3.471 0.159 0.3581 -0.1305 0.4205
C 0.286 -3.688 1.205 -0.0639 0.0732 -0.0909
C 1.310 -2.729 1.562 -0.1683 -0.0872 0.0798
C 2.189 -2.930 2.591 0.0168 0.0736 -0.0907
C 2.125 -4.082 3.392 0.0582 -0.1152 0.1564
C 1.129 -5.039 3.080 0.0273 0.0535 -0.0032
C 0.257 -4.864 2.044 0.0459 0.0633 0.0410
C 3.032 -4.273 4.475 -0.0414 -0.0256 -0.0932
N 3.769 -4.428 5.353 -0.0956 0.0529 -0.0860
H -1.356 -4.170 -0.136 0.0397 0.0825 0.0205
H -0.497 -2.530 -0.353 -0.2491 0.1931 -0.4974
H 1.405 -1.825 0.965 0.1794 -0.0979 0.0949
H 2.956 -2.191 2.803 -0.0268 0.0150 -0.0351
H 1.068 -5.935 3.687 -0.0190 -0.0046 -0.0180
H -0.488 -5.623 1.833 0.0264 0.0099 0.0209
```
Positions in Å, forces in eV/Å.

Computed properties:
Frontier orbital gap (eV): 4.611
Highest occupied orbital energy (eV): -5.139
ΔE to the lowest compared entry with this formula, charge and spin (eV): 0.700
DFT total energy (Eh): -2654.62580


2.
A structure of composition C41H47F5MnN5O5SSbSe. Source: the Open Molecules 2025 dataset; level of theory: wB97M-V/def2-TZVPD.

Structure (XYZ):
```
107
Properties=species:S:1:pos:R:3:forces:R:3
Mn 0.085 0.376 0.265 -0.3069 -0.2379 -0.3174
C -3.511 2.612 1.267 0.0456 -0.0674 0.0394
S -2.398 3.530 0.208 -0.0859 -0.0510 -0.1470
C -3.383 3.481 -1.297 -0.0043 -0.0557 0.0657
O -1.215 2.649 -0.055 0.0561 0.1982 0.0971
H -4.400 3.216 1.453 -0.0023 0.0166 -0.0247
H -2.976 2.442 2.202 -0.0215 -0.0389 -0.0101
H -3.762 1.654 0.813 0.0170 0.0003 -0.0442
H -4.312 4.030 -1.149 0.0226 0.0311 0.0462
H -3.589 2.441 -1.547 -0.0104 -0.0445 0.0010
H -2.793 3.952 -2.080 0.0176 0.0150 0.0184
C 4.136 -2.498 4.873 -0.0528 0.0540 0.0739
C 4.477 -3.067 3.501 0.0883 -0.0624 -0.0080
Sb 3.211 -2.185 1.983 -0.0244 0.0880 0.1117
C 1.481 -3.353 2.523 -0.1050 0.0098 0.0543
C 1.574 -4.859 2.329 0.0711 -0.0728 -0.0278
C 3.879 -3.366 0.297 0.0364 0.0216 -0.0932
C 4.761 -4.569 0.611 0.0429 -0.0310 0.0537
H 4.765 -2.918 5.662 0.0112 -0.0140 -0.0157
H 3.098 -2.705 5.146 0.0050 -0.0143 -0.0056
H 4.261 -1.413 4.898 0.0134 -0.0040 -0.0044
H 4.367 -4.153 3.495 -0.0305 0.0139 -0.0300
H 5.519 -2.855 3.250 -0.0121 0.0250 -0.0183
H 0.636 -2.960 1.959 -0.0052 0.0265 0.0036
H 1.287 -3.109 3.572 0.0116 -0.0034 -0.0037
H 1.694 -5.116 1.275 0.0058 -0.0027 0.0005
H 0.664 -5.354 2.675 -0.0104 0.0119 -0.0066
H 2.413 -5.298 2.875 -0.0082 0.0113 0.0042
H 4.396 -2.675 -0.372 -0.0107 0.0066 0.0119
H 2.977 -3.683 -0.227 -0.0598 -0.0214 -0.0075
H 5.667 -4.275 1.144 -0.0003 0.0038 -0.0093
H 5.074 -5.081 -0.302 -0.0154 0.0047 -0.0038
H 4.243 -5.297 1.236 -0.0077 0.0010 -0.0051
C 0.588 3.437 -5.652 -0.0075 0.0064 -0.0240
N 1.107 2.904 -4.399 -0.0275 -0.0285 0.0505
N 0.400 1.827 -3.863 -0.0138 0.0711 0.0609
C 0.429 1.903 -2.483 0.1540 -0.1232 -0.1019
O 0.058 0.954 -1.786 -0.1771 0.2255 0.1166
C 1.019 3.171 -2.170 0.0266 0.0466 0.0368
C 1.391 3.739 -3.342 -0.0090 -0.0151 -0.0722
C 1.989 5.076 -3.596 0.0297 0.0412 0.0146
C 0.331 0.598 -4.571 0.0154 -0.0698 -0.0326
C 1.351 0.221 -5.434 -0.0204 -0.0155 0.0055
C 1.266 -0.997 -6.093 0.0182 0.0210 -0.0323
C 0.185 -1.839 -5.877 -0.0315 0.0011 -0.0197
C -0.826 -1.453 -5.006 -0.0339 0.0125 0.0119
C -0.765 -0.230 -4.357 0.0608 -0.0279 -0.0084
H 0.270 2.605 -6.274 0.0342 0.0056 -0.0165
H 1.383 3.968 -6.170 -0.0097 0.0311 0.0253
H -0.261 4.107 -5.489 -0.0225 -0.0239 0.0021
H 1.162 3.559 -1.176 -0.0151 -0.0138 -0.0008
H 2.254 5.546 -2.653 -0.0004 -0.0075 0.0022
H 1.284 5.729 -4.115 -0.0007 -0.0065 -0.0081
H 2.886 4.993 -4.210 -0.0021 -0.0054 -0.0033
H 2.208 0.868 -5.569 0.0011 -0.0073 0.0161
H 2.061 -1.294 -6.764 -0.0009 -0.0048 0.0030
H 0.131 -2.794 -6.382 0.0007 0.0000 -0.0023
H -1.673 -2.102 -4.823 0.0135 -0.0167 -0.0095
H -1.544 0.065 -3.671 0.0067 0.0263 0.0133
C -4.568 -1.765 -1.676 -0.0325 -0.0292 -0.0234
C -4.395 -2.339 -0.420 0.0049 -0.0034 -0.0044
C -3.449 -1.855 0.462 -0.0406 0.0181 -0.0367
C -2.646 -0.754 0.125 0.0140 -0.0868 -0.0121
C -2.820 -0.193 -1.146 0.0063 0.0237 0.0076
C -3.763 -0.696 -2.033 0.0041 0.0178 0.0186
N -1.652 -0.267 0.969 -0.1266 0.1527 0.0833
C -1.800 -0.389 2.345 0.0969 -0.0840 0.0838
C -3.043 -0.321 3.000 0.0054 0.0225 -0.0278
C -3.130 -0.391 4.380 -0.0167 0.0185 0.0132
C -1.991 -0.524 5.164 0.0048 0.0432 0.0400
C -0.757 -0.596 4.534 0.0374 0.0310 -0.0120
C -0.663 -0.540 3.153 -0.0465 0.0147 0.0253
H -5.308 -2.156 -2.362 -0.0004 0.0071 -0.0027
H -4.993 -3.196 -0.133 0.0023 -0.0061 -0.0028
H -3.293 -2.346 1.413 -0.0133 -0.0304 -0.0450
H -2.184 0.634 -1.432 -0.0137 0.0212 0.0057
H -3.875 -0.237 -3.011 -0.0032 -0.0079 0.0012
H -3.948 -0.239 2.410 0.0178 0.0462 0.0432
H -4.106 -0.344 4.848 0.0028 0.0056 0.0069
H -2.065 -0.576 6.242 -0.0023 -0.0074 0.0033
H 0.147 -0.713 5.119 0.0022 -0.0041 0.0083
H 0.313 -0.653 2.691 -0.0010 -0.0129 -0.0246
O 2.578 -0.273 -1.548 0.0578 0.0364 -0.0190
C 1.809 -1.214 -1.494 -0.0518 -0.0688 0.0225
C 1.780 -2.358 -2.496 -0.0463 0.0857 -0.0477
C 0.744 -3.313 -1.932 0.0738 -0.0603 0.1171
C 0.189 -2.586 -0.708 -0.2108 0.0204 -0.1183
O -0.682 -3.038 0.003 0.0851 -0.0251 0.0374
N 0.818 -1.367 -0.546 0.2123 -0.1663 -0.0672
H 2.778 -2.773 -2.626 0.0214 -0.0165 0.0464
H 1.476 -1.924 -3.451 0.0456 -0.0451 0.0179
H 1.153 -4.267 -1.597 0.0295 -0.0188 -0.0383
H -0.079 -3.538 -2.610 -0.0239 0.0369 0.0073
O 1.842 1.118 0.955 0.0311 0.1767 0.1107
N 1.033 1.751 1.648 0.2983 -0.0096 -0.0817
F -3.315 4.589 5.264 0.1472 -0.0254 -0.0962
C -2.222 4.379 4.536 -0.0656 0.0109 0.0689
C -2.002 5.132 3.394 -0.0329 0.0583 -0.0277
F -2.886 6.065 3.031 0.0734 -0.0967 0.0324
C -0.859 4.915 2.644 -0.0404 0.0825 0.0299
F -0.632 5.699 1.589 -0.0109 -0.0726 0.0206
C 0.054 3.935 3.000 0.1391 0.0044 0.0731
Se 1.568 3.564 1.917 -0.1332 0.0212 0.0362
C -0.155 3.228 4.179 -0.0269 -0.0302 -0.0023
F 0.756 2.365 4.614 -0.1057 -0.0127 -0.0411
C -1.290 3.436 4.946 -0.0325 0.0254 0.0561
F -1.474 2.784 6.089 0.0045 -0.0011 -0.1124
```
Positions in Å, forces in eV/Å.

Computed properties:
Spin multiplicity: 6
Frontier orbital gap (spin up / spin down) (eV): 5.208 / 5.765
Highest occupied orbital energy (spin up / spin down) (eV): -6.474 / -6.671
ΔE to the lowest compared entry with this formula, charge and spin (eV): 0.069
Expectation value of S²: 8.87
DFT total energy (Eh): -6930.61357


Q: Among the records above, which one has the lowest DFT total energy?
A: C41H47F5MnN5O5SSbSe


Q: What is the formula in the second record?
A: C41H47F5MnN5O5SSbSe